Entry 1:
{"formula": "C27H45BiCl2N2O4PS2Si2", "method": "ωB97M-V with the def2-TZVPD basis set", "charge": -2, "spin_multiplicity": 2, "e_lumo_ev": [4.38, 4.38], "relative_energy_ev": 1.055, "gap_ev": [4.325, 6.202], "e_homo_ev": [0.05, -1.82], "elements": ["Bi", "Cl", "C", "C", "C", "Cl", "C", "O", "C", "C", "O", "C", "H", "H", "H", "C", "C", "O", "P", "S", "S", "O", "C", "C", "H", "H", "H", "H", "H", "H", "H", "H", "H", "H", "C", "Si", "C", "C", "C", "C", "C", "C", "C", "Si", "C", "C", "H", "H", "H", "H", "H", "H", "H", "H", "H", "H", "H", "H", "H", "H", "H", "H", "C", "N", "C", "C", "C", "N", "C", "C", "H", "H", "H", "H", "H", "H", "H", "H", "H", "H", "H", "H", "H", "H", "H", "H"], "positions_angstrom": [[-0.39798, -0.11324, 0.06399], [-3.79725, -6.31504, -3.11109], [-2.72097, -4.96548, -2.76598], [-1.99173, -4.41621, -3.81295], [-1.16917, -3.33175, -3.51549], [-0.25376, -2.62055, -4.82783], [-1.00417, -2.75789, -2.22990], [-0.25171, -1.75624, -2.02574], [-1.76057, -3.40436, -1.15473], [-1.66479, -3.04075, 0.18575], [-1.00527, -2.08277, 0.81447], [-2.62630, -4.49262, -1.48179], [-2.04844, -4.80831, -4.81747], [-2.23717, -3.66273, 0.88383], [-3.20294, -4.95382, -0.68860], [4.50781, -2.10108, -4.27168], [4.05386, -2.59018, -2.90704], [4.60822, -1.76626, -1.87694], [3.50550, -0.85806, -1.04257], [2.46555, -2.14444, 0.04045], [2.80591, 0.51930, -2.25171], [4.55170, -0.05391, -0.08137], [5.23774, -0.70467, 0.97912], [6.70298, -0.30752, 0.92152], [4.06578, -2.71933, -5.05615], [5.59764, -2.14223, -4.34458], [4.18628, -1.06833, -4.40211], [4.39271, -3.61555, -2.72818], [2.96026, -2.59051, -2.85647], [5.12051, -1.78672, 0.89552], [4.78851, -0.38744, 1.92623], [7.11855, -0.60606, -0.04145], [7.26123, -0.79281, 1.72532], [6.79844, 0.77507, 1.02105], [1.35906, -1.49766, 3.29021], [0.63476, 0.06930, 2.49227], [1.96430, 1.43938, 2.69302], [-0.70764, 0.55831, 3.78047], [-0.36068, 0.76538, 5.11796], [-1.31178, 1.05966, 6.08207], [-2.64994, 1.13618, 5.71491], [-3.00945, 0.93934, 4.39084], [-2.05883, 0.65950, 3.40417], [-2.54891, 0.48770, 1.55088], [-3.75594, 1.99347, 1.38711], [-3.83759, -0.92583, 1.53666], [1.61549, -1.34319, 4.34208], [2.24507, -1.83082, 2.75026], [0.61619, -2.29612, 3.22076], [2.61511, 1.24752, 3.55022], [1.49122, 2.41362, 2.84178], [2.59405, 1.50073, 1.80014], [0.68440, 0.69989, 5.41032], [-1.01796, 1.22958, 7.11258], [-3.40741, 1.35283, 6.46118], [-4.05971, 1.00398, 4.12044], [-4.63571, 1.82098, 2.01154], [-4.11355, 2.13461, 0.36298], [-3.30154, 2.92935, 1.72004], [-4.68026, -0.72409, 2.20463], [-3.37187, -1.86042, 1.84487], [-4.23438, -1.07907, 0.52825], [-0.91275, 1.16793, -3.39823], [-1.82111, 1.43129, -2.29579], [-2.98975, 0.58091, -2.37165], [-2.18290, 2.81904, -2.13190], [-1.02405, 3.76760, -1.81681], [-0.28594, 3.41257, -0.61669], [-0.95046, 3.85819, 0.58873], [1.08539, 3.88688, -0.66159], [-1.34928, 1.46617, -4.37142], [-0.67735, 0.10367, -3.41607], [0.03225, 1.68464, -3.24994], [-3.63885, 0.82603, -3.23303], [-3.57949, 0.66500, -1.45494], [-2.66670, -0.45672, -2.47674], [-2.90044, 2.87660, -1.30760], [-2.69170, 3.21470, -3.03707], [-1.45356, 4.78317, -1.72511], [-0.33064, 3.78748, -2.65763], [-1.05342, 4.96019, 0.62766], [-0.37907, 3.53112, 1.45885], [-1.94185, 3.41331, 0.65752], [1.14757, 4.98947, -0.74435], [1.60366, 3.43048, -1.49936], [1.60696, 3.57865, 0.24508]], "forces_ev_per_angstrom": [[0.4, -0.4, -1.0], [-0.1, -0.1, 0.0], [0.1, 0.0, 0.0], [0.0, 0.0, 0.1], [0.0, 0.0, 0.1], [0.0, 0.0, 0.0], [0.0, 0.0, -0.2], [-0.3, 0.1, 0.2], [0.1, 0.0, -0.2], [-0.1, 0.1, 0.4], [0.2, 0.1, -0.1], [0.1, 0.1, 0.1], [0.0, 0.0, 0.0], [0.0, 0.0, -0.1], [0.0, 0.0, 0.0], [0.0, 0.0, 0.2], [0.0, -0.1, -0.1], [-0.2, 0.2, 0.1], [0.8, -0.2, 0.1], [-0.2, 0.4, -0.2], [-0.4, 0.0, 0.2], [0.0, 0.0, -0.1], [0.1, -0.1, 0.0], [-0.2, 0.0, -0.1], [0.0, 0.0, 0.0], [0.0, 0.0, -0.1], [0.0, 0.0, 0.0], [0.0, 0.0, 0.0], [0.0, 0.0, 0.0], [0.0, 0.0, 0.1], [0.0, -0.1, 0.0], [0.1, 0.0, 0.0], [0.0, 0.0, 0.0], [0.1, 0.0, 0.0], [-0.1, 0.0, -0.4], [0.5, 0.2, 1.4], [-0.1, -0.1, -0.4], [-0.1, 0.0, -0.3], [0.1, 0.0, 0.1], [0.0, 0.0, 0.0], [0.0, 0.0, 0.0], [-0.1, 0.0, 0.0], [0.3, 0.0, -0.2], [-1.3, 0.0, 1.0], [0.3, 0.1, -0.2], [0.3, 0.0, -0.2], [-0.1, 0.1, 0.0], [0.0, 0.0, 0.0], [0.0, 0.0, 0.0], [0.0, -0.1, 0.0], [0.0, 0.0, 0.0], [0.0, 0.0, 0.0], [0.0, 0.0, 0.0], [0.0, 0.0, 0.0], [0.0, 0.0, 0.0], [0.0, 0.0, 0.0], [0.0, -0.1, 0.0], [0.0, 0.0, 0.0], [-0.2, -0.1, 0.1], [0.0, 0.2, 0.0], [0.0, 0.0, 0.0], [0.0, 0.0, 0.0], [0.0, 0.0, 0.0], [0.0, 0.1, 0.0], [0.1, -0.1, 0.0], [0.0, 0.1, 0.1], [-0.1, -0.3, 0.0], [0.2, 0.0, 0.0], [-0.1, -0.1, -0.1], [-0.1, 0.0, 0.1], [0.0, 0.0, 0.0], [0.0, 0.0, 0.0], [0.1, 0.1, 0.0], [0.0, 0.0, 0.0], [0.0, 0.0, 0.0], [0.0, 0.0, 0.0], [-0.1, 0.0, -0.1], [0.0, 0.0, 0.0], [0.1, 0.0, -0.1], [0.0, 0.0, 0.0], [0.0, 0.0, 0.0], [0.0, 0.0, 0.1], [0.2, 0.2, -0.1], [0.0, 0.0, 0.0], [0.1, 0.0, -0.1], [0.0, 0.0, 0.0]]}

***

Entry 2:
{"formula": "AgI", "method": "ωB97M-V with the def2-TZVPD basis set", "charge": 1, "spin_multiplicity": 2, "e_lumo_ev": [-6.46, -8.53], "relative_energy_ev": 0.068, "gap_ev": [9.152, 6.730], "e_homo_ev": [-15.61, -15.26], "elements": ["Ag", "I"], "positions_angstrom": [[1.40235, 0.37029, -0.06776], [-1.40235, -0.37029, 0.06776]], "forces_ev_per_angstrom": [[-0.6, -0.1, 0.0], [0.6, 0.1, 0.0]]}

***

Entry 3:
{"formula": "C11H15NO2S", "method": "ωB97M-V with the def2-TZVPD basis set", "spin_multiplicity": 1, "e_lumo_ev": 0.42, "relative_energy_ev": 3.931, "gap_ev": 8.071, "e_homo_ev": -7.65, "elements": ["C", "C", "C", "C", "C", "C", "C", "C", "C", "C", "C", "N", "O", "O", "S", "H", "H", "H", "H", "H", "H", "H", "H", "H", "H", "H", "H", "H", "H", "H"], "positions_angstrom": [[-2.92235, -0.41776, -1.80256], [-1.63043, 0.01281, -1.47655], [-3.61458, -0.74142, -0.69858], [-1.43138, 0.17557, -0.13847], [1.61823, -1.58385, -0.67411], [1.52632, -1.71767, 1.85108], [0.24642, -2.47970, 1.46282], [0.84252, -1.40862, 0.64555], [0.18307, 2.30631, -1.01070], [1.65851, 2.26353, 0.83187], [-0.17085, 0.54069, 0.61753], [0.67707, 1.49896, 0.02386], [2.11678, -0.46640, -1.22791], [1.79645, -2.62327, -1.23948], [-2.78341, -0.43761, 0.73646], [-3.12718, -0.60179, -2.83414], [-0.81064, 0.21466, -2.27923], [-4.70047, -1.12810, -0.68751], [1.32896, -1.13596, 2.68571], [2.52231, -2.09639, 1.90649], [0.05786, -3.43821, 1.05060], [-0.74030, -2.20680, 1.86040], [-0.40501, 1.70488, -1.76268], [-0.62102, 2.92686, -0.52264], [0.88392, 2.87301, -1.48226], [2.04516, 1.56215, 1.60253], [2.45237, 2.48406, 0.13099], [1.10071, 3.03393, 1.34759], [-0.08904, 0.54639, 1.76142], [1.99002, 0.33978, -0.67808]], "forces_ev_per_angstrom": [[1.1, -0.5, -0.5], [2.2, 0.9, -1.6], [-3.7, -1.1, 0.0], [1.4, -0.2, 1.6], [-0.9, 0.0, 0.7], [-0.3, -1.4, 1.2], [-0.9, 0.8, -0.7], [-0.7, 3.3, -3.3], [-5.1, -0.9, 0.1], [-1.1, -2.7, 0.6], [1.6, -2.6, 0.6], [1.5, -1.1, 0.8], [0.5, 0.4, 0.2], [-0.2, -0.5, 0.1], [0.2, 0.5, 0.2], [-0.8, -0.1, -0.3], [-1.8, -0.7, 1.6], [2.1, 0.6, 0.1], [-0.3, 1.4, 1.6], [0.4, -0.8, -0.4], [1.1, -1.0, -0.4], [0.6, 0.5, 0.7], [1.3, 1.2, 0.8], [0.6, 0.4, -0.8], [2.1, 1.6, -1.1], [0.0, 0.5, -0.4], [0.2, 0.9, 0.4], [0.5, 0.9, 0.0], [-0.9, 0.1, -1.7], [-0.6, -0.5, -0.1]]}

***

Entry 4:
{"formula": "C29H58Br24O4", "method": "ωB97M-V with the def2-TZVPD basis set", "spin_multiplicity": 1, "e_lumo_ev": 0.06, "gap_ev": 9.617, "e_homo_ev": -9.56, "elements": ["C", "C", "C", "C", "O", "O", "C", "O", "O", "H", "H", "H", "H", "H", "H", "H", "H", "H", "H", "Br", "C", "C", "Br", "H", "H", "H", "H", "Br", "C", "C", "Br", "H", "H", "H", "H", "Br", "C", "C", "Br", "H", "H", "H", "H", "Br", "C", "C", "Br", "H", "H", "H", "H", "Br", "C", "C", "Br", "H", "H", "H", "H", "Br", "C", "C", "Br", "H", "H", "H", "H", "Br", "C", "C", "Br", "H", "H", "H", "H", "Br", "C", "C", "Br", "H", "H", "H", "H", "Br", "C", "C", "Br", "H", "H", "H", "H", "Br", "C", "C", "Br", "H", "H", "H", "H", "Br", "C", "C", "Br", "H", "H", "H", "H", "Br", "C", "C", "Br", "H", "H", "H", "H"], "positions_angstrom": [[1.56228, -1.64331, -2.86413], [1.27374, -0.51930, -4.02540], [0.91511, 0.97939, -3.46675], [-0.13995, 1.02252, -2.21301], [-1.53221, 0.99256, -2.72651], [-2.26805, 0.21810, -1.93591], [-2.76029, -0.82586, -2.89515], [-1.92620, -1.81995, -3.21739], [-4.09349, -0.73573, -3.51124], [2.06808, -1.23206, -1.89239], [2.30186, -2.45514, -3.32852], [0.57510, -2.22614, -2.58092], [2.29433, -0.40911, -4.63503], [0.48131, -0.88144, -4.84072], [0.44666, 1.60550, -4.36567], [1.89621, 1.56956, -3.13193], [0.06758, 0.24040, -1.36166], [-0.01916, 2.09307, -1.69871], [-4.08618, -0.08770, -4.27919], [-8.18946, -3.40326, -0.47672], [-6.60134, -3.87977, -1.50421], [-6.47069, -3.01939, -2.73937], [-7.70742, -3.59437, -4.13395], [-6.67278, -4.94840, -1.72497], [-5.76149, -3.70947, -0.82480], [-5.47593, -3.12636, -3.18039], [-6.66877, -1.96008, -2.55378], [-5.19302, -5.91081, 1.37198], [-3.29965, -5.54502, 1.66568], [-3.05973, -4.07508, 1.91996], [-3.13632, -3.05038, 0.26192], [-2.76158, -5.92844, 0.79432], [-3.02846, -6.13775, 2.54380], [-2.05122, -3.91059, 2.30898], [-3.78573, -3.62863, 2.60512], [4.51456, -0.77003, -0.74762], [6.10268, -1.24654, -1.77511], [6.23333, -0.38616, -3.01027], [4.99660, -0.96114, -4.40485], [6.03125, -2.31517, -1.99586], [6.94254, -1.07624, -1.09570], [7.22809, -0.49313, -3.45129], [6.03525, 0.67315, -2.82468], [1.07075, -1.45110, 1.64033], [-0.70100, -0.63822, 1.71160], [-0.68181, 0.64599, 2.50744], [-0.62395, 0.28769, 4.42401], [-1.38150, -1.39122, 2.11869], [-0.96591, -0.44200, 0.66887], [-1.60552, 1.20993, 2.35184], [0.17325, 1.28737, 2.27651], [-4.66744, -1.04829, 2.83535], [-6.50909, -1.09331, 2.19407], [-7.47587, -1.35413, 3.32555], [-7.46929, -3.23575, 3.83979], [-6.55321, -1.84683, 1.40282], [-6.68263, -0.10540, 1.75832], [-8.50266, -1.14960, 3.01033], [-7.25551, -0.77589, 4.22716], [-9.78171, 2.14949, 2.36776], [-11.11982, 1.22635, 1.28971], [-11.94505, 0.28243, 2.13289], [-10.95559, -1.34859, 2.53995], [-10.58566, 0.72772, 0.47617], [-11.74654, 2.02007, 0.87354], [-12.82968, -0.05173, 1.58404], [-12.25720, 0.71342, 3.08821], [2.87434, -5.12742, -0.29878], [4.46246, -5.60393, -1.32627], [4.59311, -4.74355, -2.56144], [3.35638, -5.31853, -3.95602], [4.39103, -6.67256, -1.54703], [5.30232, -5.43363, -0.64686], [5.58787, -4.85052, -3.00246], [4.39503, -3.68424, -2.37584], [6.47773, -0.04066, 2.15760], [8.42258, -0.09920, 2.01965], [8.96484, 1.16558, 1.39576], [8.69573, 1.17101, -0.53621], [8.67571, -1.00314, 1.45873], [8.77754, -0.20470, 3.04864], [10.04788, 1.22898, 1.53169], [8.50053, 2.07575, 1.78543], [4.97773, 3.34970, -3.15204], [6.92258, 3.29116, -3.28999], [7.46484, 4.55594, -3.91387], [7.19573, 4.56137, -5.84585], [7.17571, 2.38722, -3.85091], [7.27754, 3.18566, -2.26100], [8.54788, 4.61934, -3.77795], [7.00053, 5.46612, -3.52421], [1.60382, 4.19472, 2.83141], [0.47627, 5.34760, 1.73395], [-0.87401, 4.71645, 1.48632], [-0.76092, 3.31596, 0.13325], [1.03229, 5.55767, 0.81606], [0.37049, 6.27209, 2.30848], [-1.57362, 5.45046, 1.07734], [-1.31180, 4.26268, 2.37978], [-10.39284, 0.35702, 5.97554], [-9.23014, 1.72500, 6.73823], [-7.78658, 1.48878, 6.35974], [-7.00634, 0.04772, 7.41782], [-9.40167, 1.72378, 7.81822], [-9.58929, 2.66919, 6.31933], [-7.17923, 2.36900, 6.58738], [-7.65139, 1.22196, 5.30790], [10.37434, 4.66480, 0.97500], [11.96246, 4.18829, -0.05249], [12.09311, 5.04867, -1.28765], [10.85638, 4.47369, -2.68223], [11.89103, 3.11966, -0.27324], [12.80232, 4.35859, 0.62692], [13.08787, 4.94171, -1.72867], [11.89503, 6.10798, -1.10206]], "forces_ev_per_angstrom": [[-0.2, -0.9, -0.6], [1.0, 0.2, -0.5], [-0.3, 0.1, -0.2], [1.6, 1.5, 0.2], [3.8, 2.2, -1.6], [-4.5, -4.3, 0.1], [4.2, -4.9, -2.5], [-5.9, 6.6, 2.3], [3.3, 0.9, 1.1], [-1.1, -0.6, -2.0], [-1.6, 1.7, 1.0], [2.0, 1.3, -0.5], [-2.3, -0.1, 1.3], [1.5, 0.7, 2.1], [0.9, -1.2, 2.0], [-2.1, -1.5, -0.6], [-0.7, 1.2, -2.0], [-0.2, -2.4, -1.4], [0.3, -0.9, 1.4], [0.0, -0.1, 0.0], [0.1, 0.1, 0.1], [0.1, -0.1, -0.1], [0.0, 0.1, 0.0], [0.0, 0.3, 0.0], [-0.1, 0.0, -0.2], [-0.2, 0.0, 0.1], [0.0, -0.3, 0.0], [0.1, 0.0, -0.1], [0.0, -0.2, 0.1], [0.2, 0.0, 0.0], [0.0, -0.1, -0.1], [-0.1, 0.2, 0.2], [0.0, 0.2, -0.1], [-0.1, -0.1, -0.1], [0.1, -0.2, -0.2], [0.1, -0.2, -0.2], [0.0, 0.1, 0.3], [0.2, -0.1, -0.2], [0.2, 0.1, 0.1], [0.0, 0.3, -0.1], [-0.1, 0.0, -0.2], [-0.1, 0.0, 0.1], [-0.1, -0.3, 0.1], [-0.1, -0.1, 0.0], [0.1, 0.1, -0.2], [-0.2, 0.1, 0.1], [0.1, 0.0, 0.0], [0.2, 0.3, -0.1], [0.0, 0.0, 0.2], [0.1, -0.2, 0.0], [-0.2, -0.2, 0.0], [-0.1, 0.2, 0.2], [0.0, 0.2, -0.1], [-0.1, -0.1, -0.1], [0.0, 0.2, 0.0], [0.0, 0.1, 0.3], [0.0, -0.1, 0.1], [0.4, 0.0, 0.0], [0.1, -0.2, -0.2], [0.1, -0.1, -0.1], [-0.1, 0.2, 0.0], [-0.1, -0.2, -0.1], [-0.3, 0.1, 0.0], [-0.2, 0.0, 0.3], [0.1, -0.2, 0.1], [0.2, 0.1, 0.0], [0.2, 0.0, -0.2], [0.1, -0.1, -0.1], [0.0, 0.1, 0.3], [0.1, -0.1, -0.2], [0.1, 0.1, 0.1], [0.0, 0.3, -0.1], [-0.1, 0.0, -0.2], [-0.1, 0.0, 0.1], [-0.1, -0.3, 0.0], [0.3, 0.0, 0.0], [-0.2, 0.0, 0.3], [0.2, 0.0, 0.0], [0.0, 0.1, 0.0], [0.0, 0.3, 0.1], [0.0, 0.1, -0.2], [-0.2, 0.0, 0.0], [0.1, -0.3, -0.1], [0.1, -0.1, -0.1], [-0.1, 0.1, 0.3], [0.2, 0.0, -0.2], [0.0, 0.1, 0.1], [0.0, 0.3, 0.0], [0.0, 0.1, -0.2], [-0.4, 0.0, 0.0], [0.1, -0.3, 0.0], [0.0, 0.0, -0.1], [0.1, 0.1, 0.2], [-0.2, 0.1, -0.2], [-0.1, 0.3, 0.4], [-0.2, -0.1, 0.2], [-0.1, -0.2, -0.1], [0.2, -0.1, 0.1], [0.2, 0.1, -0.2], [0.1, 0.0, 0.1], [-0.2, 0.1, -0.2], [0.2, 0.1, 0.2], [0.0, 0.0, -0.2], [0.2, 0.0, -0.3], [0.1, -0.1, 0.0], [-0.2, -0.1, 0.0], [-0.2, 0.1, 0.2], [0.0, -0.1, -0.1], [0.1, 0.1, 0.3], [0.1, -0.1, -0.2], [0.2, 0.1, 0.2], [0.0, 0.3, -0.1], [-0.1, 0.0, -0.2], [-0.2, 0.0, 0.1], [0.0, -0.3, 0.0]]}

***

Entry 5:
{"formula": "C3H4FNO", "method": "ωB97M-V with the def2-TZVPD basis set", "smiles": "O=CN/C=C/F", "spin_multiplicity": 1, "e_lumo_ev": 1.01, "relative_energy_ev": 0.666, "gap_ev": 10.448, "e_homo_ev": -9.44, "elements": ["C", "C", "C", "H", "H", "H", "H", "N", "O", "F"], "positions_angstrom": [[-0.14956, 0.43793, -1.69120], [-0.35101, 0.43376, -0.37940], [0.47782, -0.53742, 1.73728], [0.25290, -0.35105, -2.33594], [-0.69937, 1.40342, -0.02716], [-0.37555, -1.58539, 0.22635], [0.64350, 0.51146, 2.03585], [-0.28767, -0.62882, 0.56666], [0.79743, -1.50428, 2.37970], [-0.45009, 1.60577, -2.32261]], "forces_ev_per_angstrom": [[0.1, -0.2, 0.4], [-0.3, 0.2, 0.2], [-1.0, -0.1, -0.6], [-0.4, 0.4, 0.2], [0.0, -0.2, 0.4], [0.0, 0.4, 0.0], [0.2, -0.1, 0.0], [0.9, 0.0, -0.4], [0.1, 0.3, -0.1], [0.3, -0.5, -0.2]]}

***

Values for E_tot, eV, ordered as above
-117503.065, -12091.047, -28066.032, -1720218.800, -9429.950